No. 1
Entry from the Open Molecules 2025 dataset: a 5-piece molecular cluster, C3H16NO3S overall in a non-equilibrium geometry (the ωB97M-V functional and the def2-TZVPD basis).

Values from the calculation:
orbital gap	4.295	eV
energy relative to the best compared isomer or geometry (same formula, charge and spin)	7.815	eV
E_LUMO	-9.925	eV
charge	+1
HOMO level	-14.2	eV

XYZ file:
```
24
Properties=species:S:1:pos:R:3:nbo_charge:R:1
C -3.67458 -0.04329 1.04783 -0.66
C -2.53961 -0.20470 0.04964 -0.08
C -1.51293 0.87912 0.34137 -0.63
S -0.09916 0.93114 -0.79291 0.53
N -1.83867 -1.48777 0.38579 -0.63
H -4.55447 -0.83049 1.07030 0.27
H -4.13772 0.99344 0.98308 0.24
H -3.18101 -0.16622 2.11213 0.24
H -2.82224 -0.19530 -1.07775 0.24
H -2.04190 1.83535 0.23943 0.34
H -1.13786 0.79845 1.32707 0.28
H 2.81144 2.03910 -3.10107 0.04
H 2.38708 1.42685 -2.88851 -0.04
H -0.96504 -1.44006 -0.05951 0.36
H -2.34436 -2.31581 0.22101 0.40
H 4.37105 -0.31813 0.73390 0.50
H 5.01926 -1.84377 0.66008 0.50
O 4.25272 -1.24125 0.49611 -1.00
H 2.50905 -1.40381 -0.70200 0.53
H 1.02581 -1.05496 -1.27752 0.43
O 1.65370 -1.77129 -1.05780 -0.86
H 1.69207 1.44002 0.11424 0.43
H 2.51623 2.46214 0.65673 0.47
O 2.61115 1.51124 0.51837 -0.93
```

***

No. 2
Entry from the Open Molecules 2025 dataset: C3H5NO2 in the gas phase in a non-equilibrium geometry (the ωB97M-V functional and the def2-TZVPD basis).

Values from the calculation:
orbital gap	9.880	eV
SMILES	CNC(=O)C=O
energy relative to the best compared isomer or geometry (same formula, charge and spin)	0.838	eV
E_LUMO	-0.086	eV
charge	0
HOMO level	-10.0	eV

XYZ file:
```
11
Properties=species:S:1:pos:R:3:nbo_charge:R:1
C 1.19686 -0.41560 -1.17267 -0.42
N 0.05670 -0.35700 -0.29817 -0.58
C -0.19279 0.61784 0.57568 0.54
O 0.46709 1.62140 0.80005 -0.60
C -1.50483 0.33115 1.33922 0.37
O -2.22198 -0.63291 1.19218 -0.50
H 1.80056 0.47853 -1.00522 0.24
H 1.79403 -1.30472 -0.95194 0.20
H 0.86840 -0.44247 -2.21520 0.20
H -0.64746 -1.07936 -0.28485 0.41
H -1.61658 1.18313 2.02093 0.13
```

***

> Among the records above, which one has the lowest HOMO level?

C3H16NO3S